[1]
The following is a DFT calculation (ωB97M-V with the def2-TZVPD basis set) of a 7-piece molecular cluster, C28H54BrFNO15 overall.

multiplicity: 1
molecular weight: 743.6 g/mol
gap between HOMO and LUMO: 6.47 eV
HOMO level: -4.570 eV
charge: -1

XYZ file:
```
100
Properties=species:S:1:pos:R:3:mulliken_charge:R:1
O 1.01414 1.90588 -0.62688 -0.7593
C 0.11799 2.56347 -1.21884 0.3918
O 0.09109 3.79368 -1.42822 -0.7710
C -1.11257 1.71961 -1.69906 0.5008
O -0.61837 0.56332 -2.34843 -0.2205
N -1.92242 2.48889 -2.64816 -0.2645
Br -2.53973 1.52930 -4.13279 -0.1794
C -2.92591 3.32983 -2.03680 -0.7930
C -4.01364 2.72269 -1.16077 -0.3244
F -4.77190 1.76582 -1.78481 -0.2600
H -1.66548 1.37304 -0.82081 0.1625
H -0.57764 -0.11350 -1.67246 0.1430
H -2.39900 4.07721 -1.44525 0.3475
H -3.41915 3.87894 -2.83634 0.4308
H -3.59167 2.36435 -0.22554 0.2822
H -4.69673 3.53359 -0.90022 0.3517
O -3.00738 -0.64955 -1.60779 -0.4257
C -3.82090 -1.52542 -1.70698 0.6595
O -3.77773 -2.53843 -0.81657 -0.3230
C -4.73820 -3.59334 -0.72794 0.0496
C -4.37273 -4.74158 -1.65341 -0.8852
C -4.81653 -1.55997 -2.83520 -0.8856
H -5.75229 -3.22417 -0.89056 0.3064
H -4.69215 -3.93739 0.30348 -0.1566
H -4.38164 -4.47223 -2.71600 0.2729
H -5.06653 -5.57474 -1.51224 0.4391
H -3.36005 -5.07995 -1.42694 0.2130
H -4.35562 -2.03888 -3.69311 0.1167
H -5.06836 -0.53239 -3.08713 0.2772
H -5.74471 -2.07365 -2.58843 0.3817
O 1.86830 5.43677 4.87489 -0.5497
C 2.11449 4.69590 3.95119 0.7184
O 1.13786 3.97331 3.41413 -0.3634
C 1.29942 3.20464 2.19612 -0.2348
C 1.85804 1.83110 2.48170 -0.9424
C 3.52906 4.51319 3.44902 -0.9108
H 1.89243 3.75032 1.46590 0.3858
H 0.30470 3.11070 1.77168 0.1205
H 2.85907 1.88300 2.91779 0.2731
H 1.90648 1.26193 1.55402 0.3362
H 1.22204 1.30306 3.19538 0.2887
H 4.02008 3.75177 4.05346 0.2435
H 4.05883 5.45621 3.56719 0.2521
H 3.59027 4.23841 2.39944 0.3464
O -5.99971 -4.73390 2.66877 -0.5438
C -4.98570 -4.93588 3.27672 0.8911
O -3.80320 -4.70559 2.67917 -0.3588
C -2.55090 -4.72024 3.36595 -0.4259
C -1.97591 -6.11912 3.45239 -0.9950
C -5.00504 -5.52305 4.67015 -1.1829
H -2.64062 -4.24727 4.34483 0.3441
H -1.89243 -4.08961 2.77154 0.3641
H -2.61849 -6.78332 4.03171 0.2726
H -0.99186 -6.09741 3.92170 0.3683
H -1.88049 -6.54854 2.45518 0.3053
H -5.05073 -6.60849 4.59270 0.2567
H -5.89894 -5.16594 5.17510 0.3384
H -4.15287 -5.23864 5.28324 0.3373
O -3.19766 -3.95727 -4.40419 -0.6348
C -2.01499 -3.73135 -4.48799 0.9364
O -1.41081 -3.14183 -3.45566 -0.2618
C 0.01039 -2.97896 -3.34893 -0.5208
C 0.47581 -1.72712 -4.06335 -0.8046
C -1.23612 -3.99939 -5.75145 -1.2029
H 0.53573 -3.87014 -3.69323 0.3565
H 0.21015 -2.88673 -2.28213 0.3657
H 0.27871 -1.78273 -5.13471 0.2406
H 1.54754 -1.58600 -3.91672 0.2903
H -0.04978 -0.84929 -3.68680 0.3542
H -1.34623 -3.14467 -6.41801 0.2554
H -1.65589 -4.88072 -6.23179 0.3758
H -0.18022 -4.19789 -5.58522 0.2666
O 5.84289 11.04346 6.61573 -0.5745
C 4.98295 10.25151 6.89497 0.7263
O 5.26471 8.94008 6.86156 -0.3732
C 4.37533 7.93195 7.36554 -0.5643
C 3.34846 7.50421 6.33855 -0.6121
C 3.57147 10.69573 7.20424 -0.8908
H 3.91466 8.26237 8.29854 0.3796
H 5.01700 7.08827 7.61540 0.3267
H 2.69503 8.33097 6.05748 0.1840
H 2.73167 6.69826 6.72396 0.3698
H 3.83855 7.15950 5.43195 0.1774
H 3.02378 10.79849 6.26882 0.2372
H 3.62140 11.66496 7.69455 0.3082
H 3.03090 10.02498 7.86752 0.3171
O 2.15129 -4.71274 -5.48958 -0.5548
C 3.32297 -4.45631 -5.54607 0.8727
O 3.90465 -3.86032 -4.49174 -0.3812
C 5.31675 -3.67249 -4.37054 -0.4101
C 5.77247 -2.39897 -5.05190 -0.9944
C 4.12954 -4.70668 -6.79822 -1.2022
H 5.85563 -4.55119 -4.72850 0.3681
H 5.50495 -3.60330 -3.30060 0.3495
H 5.58650 -2.42927 -6.12578 0.2661
H 6.83976 -2.24301 -4.89225 0.3734
H 5.22881 -1.54292 -4.65323 0.2963
H 4.01705 -3.85176 -7.46348 0.2761
H 3.72955 -5.59118 -7.28745 0.3480
H 5.18624 -4.88830 -6.61605 0.3515
```

[2]
The following is a DFT calculation (ωB97M-V with the def2-TZVPD basis set) of a 2-piece molecular cluster, C4H12 overall.

multiplicity: 1
molecular weight: 60.1 g/mol
gap between HOMO and LUMO: 12.69 eV
ΔE to the lowest compared entry with this formula, charge and spin: 0.460 eV
HOMO level: -11.534 eV
SMILES string: CC.CC

XYZ file:
```
16
Properties=species:S:1:pos:R:3:nbo_charge:R:1
C 1.85149 0.48350 1.95541 -0.6138
C 1.07760 -0.52431 1.10095 -0.6136
H 2.45896 1.18554 1.37913 0.2037
H 1.09886 1.09240 2.44739 0.2039
H 2.52196 0.04494 2.68652 0.2070
H 1.57858 -1.47827 0.95558 0.2037
H 0.89860 -0.18449 0.08005 0.2053
H 0.08706 -0.71370 1.51410 0.2029
C -1.62347 -0.73223 -1.39199 -0.6178
C -1.18842 0.70190 -1.74523 -0.6135
H -1.95419 -0.76388 -0.33783 0.1999
H -2.59227 -0.91265 -1.84882 0.2114
H -0.87657 -1.51530 -1.41701 0.2094
H -0.26369 1.09364 -1.31482 0.2024
H -1.98488 1.27703 -1.26323 0.2042
H -1.08961 0.94590 -2.80019 0.2048
```

[3]
The following is a DFT calculation (ωB97M-V with the def2-TZVPD basis set) of C22H23ClF6N4O4PtS as an isolated structure.

multiplicity: 1
molecular weight: 784.0 g/mol
gap between HOMO and LUMO: 6.76 eV
ΔE to the lowest compared entry with this formula, charge and spin: 0.336 eV
HOMO level: -7.356 eV

XYZ file:
```
62
Properties=species:S:1:pos:R:3:nbo_charge:R:1
Pt 1.14153 1.72413 -0.52962 0.5947
Cl -4.32032 -1.64493 0.03318 -0.0321
C -2.83474 -1.08227 -0.69033 -0.1132
C -1.68089 -1.83513 -0.56777 -0.1795
C -0.49197 -1.38640 -1.11160 -0.2627
C -0.40565 -0.15926 -1.79233 -0.0007
C 0.86855 0.37641 -2.23921 -0.7810
C -1.61656 0.54329 -1.96127 -0.2376
C -2.80675 0.10258 -1.41008 -0.2167
H -1.70291 -2.79145 -0.06555 0.2040
H 0.39121 -2.00798 -1.00801 0.2225
H 0.81584 0.98431 -3.13964 0.1983
H 1.67051 -0.35594 -2.28027 0.2055
H -1.61118 1.45955 -2.54140 0.2025
H -3.71686 0.67240 -1.54517 0.2215
C -1.59965 -6.21472 0.97039 -0.6220
C -1.78009 -5.04328 1.92586 -0.6578
S -0.18430 -4.31836 2.27790 2.1782
O 0.51280 -5.17781 3.19624 -0.9377
O 0.44742 -3.93705 1.03750 -0.9625
C -0.60129 -2.81022 3.15759 -0.6764
C 0.65451 -2.00048 3.46133 -0.2408
N 1.23839 -1.32895 2.29955 -0.3150
C 0.70632 -0.24730 1.69690 0.4734
N 1.49102 0.15669 0.70342 -0.4657
C 2.55904 -0.68398 0.65000 0.0033
C 2.40717 -1.61445 1.62665 0.1538
N 3.31736 -2.67482 1.93039 0.5318
O 4.26961 -2.79320 1.18185 -0.3562
O 3.12124 -3.32993 2.94131 -0.3786
C -0.54332 0.43664 2.10895 -0.6813
H -2.57218 -6.62395 0.70238 0.2271
H -1.00713 -7.00213 1.43342 0.2301
H -1.09655 -5.89291 0.06011 0.2347
H -2.17825 -5.35319 2.89207 0.2404
H -2.41145 -4.26087 1.50629 0.2367
H -1.04318 -3.13619 4.09935 0.2534
H -1.33655 -2.26378 2.56882 0.2446
H 1.41327 -2.65406 3.88493 0.2844
H 0.41616 -1.22942 4.19263 0.2263
H 3.35707 -0.58549 -0.06208 0.2554
H -0.59362 0.54809 3.19231 0.2339
H -1.42659 -0.09889 1.75755 0.2485
H -0.54642 1.42470 1.65302 0.2679
F 0.79309 7.33402 -4.55494 -0.3137
C -0.26177 6.54393 -4.31334 0.9690
F -0.67120 6.05421 -5.49561 -0.3146
F -1.24617 7.31359 -3.83515 -0.3135
C 0.09202 5.42424 -3.36803 -0.0800
C 1.29422 4.75161 -3.51668 -0.2141
C 1.57129 3.69529 -2.67449 0.0664
N 0.72006 3.29993 -1.71763 -0.4180
C -0.42875 3.96923 -1.55975 0.0807
C -0.78219 5.03008 -2.37058 -0.2181
H 2.00784 5.04486 -4.27306 0.2458
H 2.49323 3.13692 -2.74748 0.2331
H -1.06363 3.63593 -0.75192 0.2367
H -1.71866 5.54447 -2.21527 0.2481
F 2.72222 3.67744 0.79889 -0.3720
C 1.52650 3.04562 0.99360 0.6772
F 0.63469 4.08441 1.14633 -0.3866
F 1.62656 2.52422 2.25756 -0.3819
```

[4]
The following is a DFT calculation (ωB97M-V with the def2-TZVPD basis set) of C21H25AuN6O as an isolated structure.

multiplicity: 3
molecular weight: 574.4 g/mol
gap between HOMO and LUMO (alpha / beta): 6.55 / 5.02 eV
HOMO level (alpha / beta): -14.271 / -14.224 eV
charge: +2

XYZ file:
```
54
Properties=species:S:1:pos:R:3:mulliken_spin:R:1
Au -0.06673 0.87292 -0.19794 0.5493
C 3.04925 3.23332 1.54728 0.0021
C 1.77532 2.67880 1.04551 0.1241
N 1.60893 1.36541 0.81454 0.0111
N 2.56398 0.59823 1.25667 0.5124
C 2.28894 -0.68984 1.05512 0.0013
O 1.20655 -1.13157 0.63230 0.1510
C 3.46660 -1.66397 1.32252 0.0233
C 4.56904 -1.21472 2.09964 0.0458
C 5.58201 -2.14803 2.45599 -0.0200
C 5.53183 -3.43153 2.00950 0.0376
C 4.44444 -3.87574 1.27439 0.0079
C 3.39299 -3.04139 0.96301 -0.0047
C 0.71715 3.54462 0.69797 0.0767
C 0.72515 4.96883 0.76097 0.0847
C -0.23733 5.73075 0.12124 -0.0336
C -1.23349 5.03818 -0.57088 0.0785
C -1.25018 3.63981 -0.55371 -0.0015
N -0.27305 2.91268 0.03767 0.1868
H 3.70325 2.48315 1.90676 0.0064
H 2.77863 3.94929 2.35539 0.0092
H 3.49871 3.80758 0.72426 0.0136
H 4.71759 -0.16292 2.41613 -0.0019
H 6.47841 -1.82413 3.07274 0.0001
H 6.42949 -4.03222 2.16195 0.0006
H 4.44962 -4.89838 1.06833 0.0008
H 2.53652 -3.34590 0.37943 0.0002
H 1.58386 5.43762 1.26001 0.0076
H -0.27085 6.82879 0.09054 0.0005
H -2.02636 5.62169 -1.06180 0.0010
H -2.01001 3.05930 -1.06715 0.0064
C -4.79126 -2.02903 0.36228 0.0008
C -4.44344 -0.58664 0.68636 0.0013
N -3.09257 -0.33763 0.23853 0.0051
C -2.48145 -0.77464 -0.89785 0.0113
N -1.32952 -0.34772 -1.34328 0.0847
C -0.83291 -0.71396 -2.66137 0.0034
C -1.25967 -2.17013 -3.03102 0.0097
C -2.71461 -2.36707 -2.81530 -0.0010
N -3.19415 -1.71486 -1.57936 0.0102
C -4.50534 -2.22608 -1.12432 -0.0005
H -5.85021 -2.22730 0.57715 -0.0003
H -4.11901 -2.64737 0.98104 0.0002
H -4.37875 -0.48023 1.74993 0.0002
H -5.26477 0.10203 0.28475 -0.0001
H -2.67574 0.55086 0.55117 -0.0044
H 0.24987 -0.61571 -2.56050 -0.0009
H -1.26570 -0.07762 -3.42782 0.0007
H -0.69666 -2.93574 -2.47474 0.0001
H -0.97405 -2.37765 -4.08802 0.0000
H -2.97171 -3.42470 -2.65249 0.0004
H -3.29942 -2.05678 -3.68100 0.0005
H -4.59862 -3.26379 -1.45863 0.0002
H -5.24056 -1.58888 -1.71390 0.0006
```